Molecular formula: C2H11N2O2
Method: DFT, wB97M-V/def2-TZVPD

Last column: Mulliken charge in e.
Cartesian coordinates (Å):
C 0.57053 -1.90290 -1.61223  -0.853
N -0.77625 0.26442 1.04963  -0.247
C -0.66680 -0.71356 0.16682  0.085
N 0.39123 -0.89245 -0.56670  -0.115
H -0.23357 -1.80758 -2.33292  0.347
H 0.36077 -2.90297 -1.21883  0.343
H 1.58735 -1.83235 -1.98214  0.303
H -0.01375 0.48958 1.66688  0.219
H -1.68452 0.36874 1.48075  0.268
H -1.53588 -1.29995 -0.07698  0.376
H 1.12835 -0.22288 -0.40243  0.268
H -2.94039 3.04873 -0.48061  0.325
H -1.85162 3.32660 -1.43925  0.319
O -2.16432 2.61618 -0.86295  -0.636
H 2.76808 1.23477 2.09346  0.327
H 2.83393 -0.20885 2.45504  0.320
O 2.22685 0.43448 2.06246  -0.648

Values from the calculation:
* gap between HOMO and LUMO: 11.254 eV
* net charge: +1
* energy relative to the best compared isomer or geometry (same formula, charge and spin): 14.8 kcal per mole



Molecular formula: C12H13FN3
Method: DFT, wB97M-V/def2-TZVPD

Last column: Mulliken charge in e.
Cartesian coordinates (Å):
C 1.48401 -1.40407 1.28338  -1.165
C 1.38971 -1.63136 -0.23096  -0.457
C -0.02486 -1.88645 -0.74305  0.040
F -0.15446 -1.67985 -2.10421  -0.361
C -1.14361 -1.13110 -0.05002  0.378
C -2.31244 -1.75215 0.36123  -0.921
N -3.27739 -1.10602 0.97041  0.389
N -3.32872 0.18556 1.25028  -0.802
C -2.25714 0.80519 0.83238  -0.389
C -1.13011 0.24752 0.20113  0.843
C -0.02260 1.19121 -0.15163  0.402
C 0.31870 1.29463 -1.47259  -0.436
C 1.30908 2.20524 -1.79406  -0.637
C 1.82240 2.91080 -0.74665  -0.322
C 1.42792 2.72936 0.55705  -0.523
N 0.47829 1.85924 0.87020  -0.496
H 1.00887 -2.21511 1.84197  0.318
H 1.11672 -0.43706 1.61563  0.309
H 2.54131 -1.45269 1.54686  0.404
H 1.78768 -0.76885 -0.76550  0.277
H 2.02704 -2.47674 -0.48561  0.433
H -0.22157 -2.95417 -0.58240  0.579
H -2.44094 -2.81319 0.18291  0.471
H -4.09035 -1.63512 1.27217  0.285
H -2.25259 1.87655 0.99807  0.588
H -0.17178 0.70589 -2.23212  0.493
H 1.63483 2.35966 -2.81101  0.464
H 2.59939 3.63998 -0.94532  0.391
H 1.88260 3.33309 1.33147  0.443

Values from the calculation:
* gap between HOMO and LUMO: 8.292 eV
* net charge: +1
* SMILES string: CC[C@H](F)c1c[nH+]ncc1-c1ccccn1



Molecular formula: C13H19CoP2
Method: DFT, wB97M-V/def2-TZVPD

Last column: Mulliken charge in e.
Cartesian coordinates (Å):
C 1.04197 1.28611 -0.18932  -0.715
C 1.72282 0.12577 -0.73081  -0.625
C 2.04535 -0.74269 0.33579  -0.421
C 1.49093 -0.24069 1.52637  -0.496
C 0.81014 0.98687 1.23577  -0.934
Co -0.33743 -0.10362 -0.11171  -0.246
P -2.05505 0.91094 -1.07478  -0.013
H 0.88739 2.20093 -0.73285  0.651
H 2.07396 -0.03863 -1.74200  0.489
H 2.71519 -1.58169 0.29236  0.469
H 0.27054 1.59058 1.95047  0.558
H 1.68033 -0.69088 2.49792  0.614
H -2.82060 -0.10587 -1.72367  -0.012
H -2.05609 1.88251 -2.12022  0.043
H -3.06614 1.57365 -0.28035  0.108
C -0.36377 -2.67901 2.11611  -1.450
P -1.32887 -1.58399 1.02911  1.483
C -2.25679 -2.79201 0.04797  -1.427
C -2.53579 -0.67886 2.12720  0.263
C -3.37065 -1.40545 2.98940  -0.856
C -4.14838 -0.72644 3.92607  -0.386
C -4.13798 0.66809 3.96967  -0.577
C -3.35069 1.39540 3.07847  -1.157
C -2.54480 0.72059 2.17099  -0.247
H 0.50480 -3.04006 1.55987  0.372
H -1.01871 -3.51661 2.37487  0.468
H -0.01962 -2.15590 3.01305  0.275
H -2.54872 -3.62630 0.69448  0.410
H -3.14264 -2.35772 -0.42749  0.322
H -1.56808 -3.14603 -0.71881  0.391
H -3.45347 -2.49465 2.92324  0.175
H -4.76080 -1.29546 4.62479  0.345
H -4.74596 1.19375 4.70455  0.313
H -3.38011 2.48488 3.07950  0.355
H -1.93543 1.32645 1.48934  0.460

Values from the calculation:
* multiplicity: 4
* gap between HOMO and LUMO (spin up / spin down): 3.110 / 7.285 eV
* net charge: -1



Molecular formula: H2N2O3
Method: DFT, wB97M-V/def2-TZVPD

Last column: Mulliken charge in e.
Cartesian coordinates (Å):
N 0.32656 -0.27034 -0.73871  0.331
N -0.01557 0.23507 0.48083  -0.059
O -0.98432 0.25922 -0.54819  -0.248
O 0.29352 -1.56138 -0.78081  -0.438
O 0.46736 1.38216 1.03314  -0.293
H -0.65529 -2.04590 0.31435  0.359
H 0.56775 2.00117 0.23940  0.349

Values from the calculation:
* gap between HOMO and LUMO: 10.067 eV
* energy relative to the best compared isomer or geometry (same formula, charge and spin): 109.7 kcal per mole



Molecular formula: C4H6N3
Method: DFT, wB97M-V/def2-TZVPD

Last column: Mulliken charge in e.
Cartesian coordinates (Å):
H 3.41891 1.70820 0.12549  0.294
N 2.84748 1.01606 -0.30623  -0.453
N 2.50364 0.00690 0.27316  0.135
C 1.63693 -1.02258 0.09524  -0.085
C 0.40381 -0.76561 -0.24631  0.351
N -0.69651 -0.25613 -0.02129  -0.053
C -1.92642 -0.01061 -0.73330  -0.371
C -1.76049 0.41612 0.68170  -0.283
H 1.82279 -2.10807 0.20857  0.324
H -2.38879 -0.95303 -0.90709  0.290
H -1.98092 0.86056 -1.36418  0.265
H -1.60008 1.40276 0.85482  0.332
H -2.28033 -0.29458 1.33942  0.255

Values from the calculation:
* gap between HOMO and LUMO (spin up / spin down): 8.445 / 8.445 eV
* net charge: +1
* SMILES string: [H]/N=N/C=C=[N+]1CC1
* energy relative to the best compared isomer or geometry (same formula, charge and spin): 138.5 kcal per mole



Molecular formula: C60H54GeN4O2P2STi
Method: DFT, wB97M-V/def2-TZVPD

Last column: Mulliken charge in e.
Cartesian coordinates (Å):
Ti -0.13174 -0.05877 0.19538  -0.142
C -0.01256 -3.00854 1.40409  -1.155
P 1.05923 -2.29718 0.09134  1.804
C 0.70436 -3.38085 -1.31612  0.010
C 1.30635 -4.63219 -1.44136  -0.348
C 0.98353 -5.44223 -2.51715  -0.823
C 0.05863 -5.01642 -3.46151  -0.674
C -0.55436 -3.77948 -3.32937  -0.967
C -0.23060 -2.95970 -2.26042  -0.221
C 2.80377 -2.51888 0.50418  0.621
C 3.25177 -2.44123 1.82200  -0.239
C 4.60582 -2.54281 2.09723  -0.892
C 5.51852 -2.70706 1.06369  -0.530
C 5.07889 -2.76586 -0.25206  -0.970
C 3.72643 -2.66085 -0.53508  -0.672
C -1.36508 -2.62489 0.89600  -0.476
C -2.52219 -3.33157 0.78448  -0.987
C -3.48923 -2.46199 0.19492  -1.171
C -2.87719 -1.26681 -0.03653  -0.570
C -3.45714 0.03647 -0.47108  -0.922
P -2.08154 1.14528 -0.99933  1.709
C -2.11669 0.96626 -2.80808  0.663
C -3.28008 1.25449 -3.52433  -0.579
C -3.32098 1.05034 -4.89251  -0.983
C -2.20936 0.54313 -5.55460  -0.724
C -1.05283 0.25218 -4.84856  -1.006
C -1.00069 0.46776 -3.47834  -0.360
C -2.79412 2.78905 -0.62166  0.817
C -3.17630 3.05290 0.69596  -0.624
C -3.75230 4.26800 1.03154  -0.988
C -3.95230 5.23390 0.05457  -0.670
C -3.54572 4.99032 -1.24830  -1.006
C -2.95953 3.77952 -1.58586  -0.447
N -1.54250 -1.34342 0.36377  1.989
H 0.20699 -2.53298 2.36484  0.546
H 0.09492 -4.08823 1.49486  0.586
H 2.02661 -4.96522 -0.70439  0.491
H 1.45379 -6.41068 -2.62275  0.460
H -0.18544 -5.65226 -4.30181  0.429
H -1.28128 -3.44863 -4.05964  0.487
H -0.71053 -1.99413 -2.15430  0.333
H 2.54771 -2.30377 2.63329  0.432
H 4.95316 -2.49958 3.12084  0.473
H 6.57394 -2.79279 1.28512  0.452
H 5.78974 -2.89636 -1.05716  0.474
H 3.38247 -2.70173 -1.56147  0.523
H -2.68109 -4.34830 1.10546  0.565
H -4.51711 -2.70588 -0.01973  0.610
H -3.97632 0.50998 0.36605  0.606
H -4.17765 -0.08924 -1.27818  0.814
H -4.15120 1.64435 -3.01145  0.564
H -4.22173 1.28695 -5.44283  0.458
H -2.24661 0.37214 -6.62203  0.434
H -0.18437 -0.13714 -5.36362  0.524
H -0.08740 0.24755 -2.93980  0.289
H -3.03210 2.30055 1.46107  0.387
H -4.05479 4.45646 2.05362  0.499
H -4.43071 6.16985 0.31112  0.435
H -3.68924 5.74521 -2.01046  0.465
H -2.64157 3.60793 -2.60619  0.578
C -0.39697 0.81541 5.37556  -0.804
N -0.04262 1.88456 4.45538  0.225
C 0.51660 3.09339 4.79750  -0.974
C 0.64230 3.81102 3.66823  -0.411
N 0.15905 3.03348 2.62304  1.088
C -0.25464 1.84141 3.12751  0.335
S -1.07190 0.54041 2.39003  -0.557
C 0.12145 3.48865 1.27682  -0.800
C -0.07692 4.84538 1.05254  -0.758
C -0.06851 5.30870 -0.24696  -1.378
C 0.17722 4.40655 -1.26820  -1.109
C 0.37132 3.08304 -0.94534  -0.480
N 0.30958 2.60371 0.30735  1.975
H -0.20737 1.14577 6.39213  0.350
H 0.19201 -0.07540 5.16404  0.286
H -1.45092 0.56892 5.26251  0.373
H 0.77639 3.34656 5.81005  0.477
H 1.05685 4.79093 3.52169  0.477
H -0.25568 5.51664 1.88009  0.655
H -0.24524 6.35404 -0.45781  0.527
H 0.22341 4.71477 -2.30136  0.588
H 0.59400 2.36738 -1.72622  0.525
O 1.59089 0.25268 1.06983  -0.485
C 2.06973 0.51198 -0.07517  0.385
O 1.29089 0.28592 -1.07385  -0.491
C 3.47269 0.98463 -0.26645  1.289
C 4.02596 1.78364 0.92615  -0.651
Ge 5.24092 3.28785 0.38520  1.737
C 6.82372 2.62281 -0.54720  0.203
C 7.75327 3.57681 -0.96469  -0.448
C 8.84574 3.21256 -1.73524  -0.835
C 9.01145 1.88706 -2.11344  -0.516
C 8.08894 0.93264 -1.71183  -0.570
C 7.00116 1.29722 -0.93101  -0.188
C 4.39764 4.43614 -0.99154  0.351
C 4.31517 4.00046 -2.31622  -0.257
C 3.90569 4.85533 -3.32998  -0.891
C 3.60174 6.17924 -3.04008  -0.578
C 3.69673 6.63368 -1.73280  -0.674
C 4.08139 5.76606 -0.71862  -0.308
C 5.53927 4.39253 1.97788  0.116
C 4.41900 4.85211 2.66890  -0.232
C 4.55134 5.68845 3.76582  -0.538
C 5.81585 6.08145 4.18440  -0.676
C 6.93785 5.62134 3.51205  -0.581
C 6.80143 4.78063 2.41576  -0.420
H 3.50738 1.54336 -1.20270  -0.363
H 4.05508 0.06872 -0.40884  -0.476
H 4.57305 1.13012 1.60580  0.333
H 3.19681 2.19254 1.50769  -0.034
H 7.60800 4.61616 -0.68750  0.443
H 9.56060 3.96295 -2.04633  0.421
H 9.85745 1.60059 -2.72372  0.393
H 8.21753 -0.09989 -2.01096  0.436
H 6.29150 0.53774 -0.61921  0.156
H 4.62413 2.99248 -2.57559  0.408
H 3.86243 4.49960 -4.35192  0.481
H 3.31591 6.86089 -3.83140  0.420
H 3.49969 7.67450 -1.50426  0.456
H 4.17691 6.13814 0.29590  0.376
H 3.43461 4.54029 2.32868  0.158
H 3.67794 6.04658 4.29930  0.419
H 5.92356 6.74469 5.03218  0.397
H 7.92395 5.92428 3.83884  0.418
H 7.68495 4.42099 1.90114  0.420

Values from the calculation:
* gap between HOMO and LUMO: 6.733 eV
* net charge: +2



Molecular formula: C15H27F2N3O5S2
Method: DFT, wB97M-V/def2-TZVPD

Last column: Mulliken charge in e.
Cartesian coordinates (Å):
C -2.92313 -3.18276 -1.60470  -1.202
C -3.02074 -1.63228 -1.55820  -0.436
C -2.08814 -0.96768 -0.50690  -0.741
C -0.97750 -0.18823 -1.22395  0.096
C 0.19536 -1.04718 -1.70279  -1.665
N -0.55045 1.00656 -0.44852  0.829
C 0.46058 0.99028 0.39037  0.239
C 0.93393 2.07161 1.12282  -0.185
C 2.12342 1.99195 2.03331  -0.545
C 1.93599 1.03361 3.23728  -0.824
C 2.88426 -0.18129 3.26587  -0.802
C 4.35857 0.16054 3.05377  -0.569
C 5.02526 0.88097 4.24987  -0.516
O 5.82926 1.95734 3.74574  -0.377
C 7.19389 1.62601 3.67691  -0.743
C 0.21551 3.23576 0.94350  -0.405
C -0.86284 3.14251 0.06108  -0.438
N -1.25289 2.10820 -0.63684  -0.898
H -2.02706 -3.48410 -1.05568  0.431
H -2.81064 -3.47111 -2.64834  0.224
H -3.84761 -3.58659 -1.19669  0.279
H -2.75832 -1.27243 -2.55780  0.218
H -4.03556 -1.28338 -1.37417  0.466
H -1.71251 -1.67907 0.23236  0.437
H -2.70450 -0.20970 -0.00874  0.383
H -1.44578 0.22975 -2.11563  0.492
H 0.03145 -1.46542 -2.69490  0.326
H 1.12577 -0.47262 -1.74488  0.483
H 0.35003 -1.89201 -1.02446  0.395
H 0.96596 0.03616 0.51549  0.629
H 2.27983 3.00275 2.41520  0.274
H 2.99699 1.76671 1.41596  0.410
H 2.14655 1.62413 4.13513  0.379
H 0.88553 0.74711 3.33977  0.469
H 2.52759 -0.89702 2.51625  0.315
H 2.79660 -0.64672 4.25247  0.321
H 4.57334 0.74211 2.15558  0.312
H 4.88262 -0.79203 2.92218  0.427
H 4.31937 1.29490 4.97276  0.357
H 5.72463 0.18851 4.72641  0.398
H 7.76747 2.51363 3.39949  0.263
H 7.41013 0.87599 2.90206  0.310
H 7.60338 1.29094 4.63850  0.316
H 0.47376 4.14385 1.46948  0.450
H -1.46250 4.03951 -0.07417  0.409
N -5.47079 -1.26593 -5.78805  -0.332
S -6.96500 -0.71665 -5.74730  1.113
O -7.40183 -0.20902 -4.48601  -0.582
O -7.91536 -1.42484 -6.53764  -0.578
F -6.72683 0.61337 -6.59124  -0.267
S -5.27658 -2.58075 -4.96117  1.130
O -3.89851 -2.89924 -4.72451  -0.641
O -6.11281 -3.68784 -5.28793  -0.570
F -5.76916 -2.17885 -3.48840  -0.266

Values from the calculation:
* gap between HOMO and LUMO: 5.559 eV



Max |F| values, unit eV/A, following the record order: 1.33 2.09 3.59 4.88 4.57 2.02 1.97.